# 1
ORCA calculation (ωB97M-V/def2-TZVPD) on C25H23I2N4O3Pd as an isolated structure at a distorted geometry.

Calculated values
Net charge: +1
Spin multiplicity: 1
Lowest unoccupied orbital energy: -3.94 eV
Frontier orbital gap: 5.72 eV

Positions of all 58 atoms, in Å:
Pd1 -0.40 -0.43 0.55
I1 -0.43 6.03 4.68
C1 -0.74 4.21 3.68
C2 -1.56 3.25 4.26
C3 -1.77 2.07 3.58
I2 -2.94 0.52 4.38
C4 -1.23 1.81 2.29
O1 -1.57 0.73 1.70
C5 -0.35 2.80 1.75
C6 0.29 2.63 0.40
N1 1.15 1.43 0.31
C7 2.13 1.33 1.39
C8 1.61 0.47 2.53
C9 2.04 0.65 3.83
C10 1.55 -0.18 4.83
C11 0.65 -1.18 4.48
C12 0.29 -1.33 3.16
N2 0.77 -0.52 2.20
C13 -0.13 3.97 2.45
H1 -2.02 3.42 5.22
H2 0.87 3.54 0.19
H3 -0.48 2.53 -0.38
H4 1.62 1.45 -0.59
H5 2.41 2.31 1.79
H6 3.03 0.85 1.00
H7 2.75 1.43 4.06
H8 1.86 -0.04 5.86
H9 0.23 -1.84 5.23
H10 -0.39 -2.12 2.83
H11 0.51 4.73 2.02
O2 2.07 -4.19 -4.62
C14 2.81 -3.99 -3.44
C15 1.99 -3.23 -2.44
C16 2.42 -3.17 -1.09
C17 1.72 -2.38 -0.21
N3 0.66 -1.66 -0.57
C18 0.18 -1.75 -1.85
C19 0.86 -2.55 -2.79
C20 -1.01 -1.00 -2.12
C21 -1.61 -0.83 -3.38
C22 -2.79 -0.13 -3.51
C23 -3.42 0.04 -4.88
O3 -2.46 0.23 -5.89
C24 -3.38 0.42 -2.35
C25 -2.73 0.27 -1.15
N4 -1.59 -0.41 -1.02
H12 2.61 -4.65 -5.26
H13 3.71 -3.38 -3.65
H14 3.15 -4.94 -3.01
H15 3.28 -3.73 -0.76
H16 2.04 -2.30 0.83
H17 0.49 -2.64 -3.80
H18 -1.15 -1.24 -4.26
H19 -4.15 0.85 -4.86
H20 -3.95 -0.88 -5.14
H21 -2.06 1.09 -5.77
H22 -4.31 0.95 -2.41
H23 -3.14 0.69 -0.24

Results of the Mulliken charge analysis, in e, for atoms 1 through 4: 0.58, 0.08, -0.45, -0.25

# 2
ORCA calculation (ωB97M-V/def2-TZVPD) on C25H23IrN5O11S as an isolated structure.

Calculated values
Net charge: -1
Spin multiplicity: 1
Lowest unoccupied orbital energy: 1.99 eV
ΔE to the lowest compared entry with this formula, charge and spin: 45.7 kJ/mol
Frontier orbital gap: 7.65 eV

Positions of all 66 atoms, in Å:
Ir1 -0.82 -1.02 0.28
O1 -2.68 -1.06 -0.58
C1 -3.07 -0.21 -1.51
C2 -4.41 0.21 -1.52
C3 -4.88 1.05 -2.52
C4 -4.05 1.49 -3.54
C5 -2.73 1.08 -3.55
C6 -2.24 0.22 -2.56
C7 -0.84 -0.18 -2.59
N1 -0.10 -0.62 -1.58
C8 1.17 -0.87 -2.07
C9 1.20 -0.57 -3.39
N2 -0.07 -0.14 -3.70
H1 -5.04 -0.11 -0.71
H2 -5.91 1.38 -2.48
H3 -4.41 2.17 -4.30
H4 -2.06 1.46 -4.31
H5 1.96 -1.21 -1.43
H6 1.99 -0.62 -4.11
H7 -0.40 0.13 -4.61
O2 2.47 -5.77 0.15
C10 1.33 -6.00 -0.47
O3 1.08 -7.05 -1.01
C11 0.34 -4.89 -0.48
C12 -0.90 -4.95 -1.08
N3 -1.50 -3.76 -0.88
N4 -0.71 -2.95 -0.19
C13 0.41 -3.59 0.07
C14 1.44 -2.78 0.78
O4 2.52 -3.29 1.06
O5 1.11 -1.56 1.00
H8 2.54 -4.84 0.52
H9 -1.38 -5.76 -1.59
H10 -2.40 -3.38 -1.17
O6 -0.67 0.87 1.03
C15 -1.05 1.97 0.49
O7 -1.33 2.16 -0.69
H11 -1.05 2.81 1.21
C16 1.13 4.87 -1.25
C17 1.72 4.00 -0.18
C18 1.77 4.41 1.15
C19 2.18 3.55 2.15
C20 2.57 2.26 1.82
C21 2.57 1.84 0.50
C22 2.15 2.71 -0.49
S1 3.05 1.12 3.09
O8 3.08 1.85 4.33
O9 4.23 0.46 2.60
N5 1.88 0.01 3.21
C23 0.65 0.32 3.95
C24 -0.27 -0.91 3.97
C25 -1.55 -0.79 3.16
O10 -2.44 -0.08 3.58
O11 -1.65 -1.52 2.07
H12 1.13 5.92 -0.95
H13 0.10 4.56 -1.42
H14 1.68 4.78 -2.18
H15 1.44 5.41 1.41
H16 2.20 3.85 3.19
H17 2.88 0.83 0.26
H18 2.11 2.37 -1.52
H19 1.76 -0.55 2.37
H20 0.12 1.18 3.54
H21 0.96 0.56 4.97
H22 -0.60 -1.07 5.00
H23 0.30 -1.80 3.67

Results of the Mulliken charge analysis, in e, for atoms 1 through 4: 3.70, -0.88, 0.49, -0.61

# 3
ORCA calculation (ωB97M-V/def2-TZVPD) on one molecule with the formula C25H23N3O4 at a distorted geometry.

Calculated values
SMILES: COc1ccc(-c2nn(C)c(=O)c3ccccc23)cc1NC(=O)COc1ccc(C)cc1
Spin multiplicity: 1
Lowest unoccupied orbital energy: 0.49 eV
ΔE to the lowest compared entry with this formula, charge and spin: 163.5 kJ/mol
Frontier orbital gap: 8.48 eV

Positions of all 55 atoms, in Å:
C1 -3.10 2.86 1.07
O1 -1.83 2.28 1.22
C2 -1.67 0.96 0.90
C3 -2.69 0.10 0.50
C4 -2.41 -1.22 0.20
C5 -1.11 -1.71 0.29
C6 -0.83 -3.11 -0.06
N1 -1.41 -3.55 -1.13
N2 -1.20 -4.78 -1.57
C7 -1.89 -5.14 -2.79
C8 -0.36 -5.71 -0.99
O2 -0.20 -6.81 -1.51
C9 0.26 -5.26 0.25
C10 1.08 -6.14 0.97
C11 1.63 -5.75 2.17
C12 1.35 -4.49 2.68
C13 0.55 -3.61 1.99
C14 0.01 -3.97 0.75
C15 -0.08 -0.86 0.68
C16 -0.36 0.47 0.99
N3 0.62 1.38 1.38
C17 1.96 1.23 1.43
O3 2.58 0.21 1.22
C18 2.68 2.53 1.82
O4 1.92 3.70 1.64
C19 1.63 4.09 0.36
C20 1.97 3.39 -0.79
C21 1.61 3.89 -2.03
C22 0.90 5.07 -2.16
C23 0.53 5.61 -3.51
C24 0.56 5.77 -1.00
C25 0.92 5.29 0.24
H1 -2.98 3.91 1.33
H2 -3.46 2.78 0.03
H3 -3.84 2.40 1.74
H4 -3.70 0.45 0.42
H5 -3.20 -1.88 -0.12
H6 -2.37 -4.24 -3.17
H7 -2.63 -5.91 -2.59
H8 -1.17 -5.53 -3.51
H9 1.25 -7.12 0.55
H10 2.26 -6.43 2.72
H11 1.76 -4.20 3.64
H12 0.32 -2.64 2.41
H13 0.94 -1.20 0.71
H14 0.26 2.30 1.59
H15 2.90 2.49 2.90
H16 3.64 2.57 1.29
H17 2.51 2.46 -0.74
H18 1.88 3.33 -2.91
H19 -0.40 6.17 -3.46
H20 0.43 4.80 -4.23
H21 1.31 6.29 -3.87
H22 0.01 6.69 -1.07
H23 0.66 5.82 1.14

Results of the Mulliken charge analysis, in e, for atoms 1 through 4: -0.97, -0.42, 1.34, -0.65

# 4
ORCA calculation (ωB97M-V/def2-TZVPD) on C25H23NP2SbSe4Ti as an isolated structure.

Calculated values
Spin multiplicity: 2
<S²>: 0.7620
Lowest unoccupied orbital energy (alpha / beta): -0.91 / -0.73 eV
ΔE to the lowest compared entry with this formula, charge and spin: 0.0 kJ/mol
Frontier orbital gap (alpha / beta): 6.44 / 6.62 eV

Positions of all 57 atoms, in Å:
Ti1 -1.63 -1.60 -1.66
C1 0.77 0.54 -2.50
N1 0.71 0.54 -1.01
P1 0.82 -1.20 -0.63
C2 2.54 -1.62 -0.97
C3 2.85 -2.96 -1.14
C4 4.17 -3.35 -1.34
C5 5.17 -2.39 -1.38
C6 4.86 -1.04 -1.22
C7 3.54 -0.65 -1.01
C8 0.67 -1.38 1.15
C9 1.51 -0.71 2.04
C10 1.33 -0.88 3.41
C11 0.33 -1.73 3.88
C12 -0.48 -2.42 2.99
C13 -0.32 -2.24 1.62
P2 -0.98 0.77 -0.60
C14 -1.02 1.26 1.13
C15 -1.99 0.67 1.93
C16 -2.11 1.06 3.26
C17 -1.26 2.02 3.78
C18 -0.29 2.60 2.98
C19 -0.16 2.22 1.65
C20 -1.46 2.28 -1.48
C21 -0.63 3.39 -1.58
C22 -1.07 4.53 -2.22
C23 -2.35 4.58 -2.75
C24 -3.19 3.48 -2.65
C25 -2.74 2.33 -2.03
H1 1.75 0.19 -2.84
H2 0.58 1.53 -2.90
H3 0.02 -0.15 -2.94
H4 2.07 -3.71 -1.11
H5 4.41 -4.39 -1.47
H6 6.20 -2.68 -1.54
H7 5.64 -0.30 -1.26
H8 3.30 0.39 -0.88
H9 2.28 -0.05 1.68
H10 1.96 -0.34 4.11
H11 0.19 -1.86 4.94
H12 -1.25 -3.09 3.35
H13 -0.96 -2.78 0.93
H14 -2.65 -0.09 1.53
H15 -2.87 0.60 3.89
H16 -1.35 2.32 4.82
H17 0.38 3.35 3.38
H18 0.61 2.67 1.03
H19 0.38 3.35 -1.18
H20 -0.42 5.39 -2.30
H21 -2.70 5.48 -3.25
H22 -4.19 3.51 -3.07
H23 -3.39 1.46 -1.96
Se1 -5.17 -4.76 -3.03
Sb1 -3.73 -4.05 -1.28
Se2 -3.91 -1.41 -1.07
Se3 -1.24 -3.88 -2.17
Se4 -3.51 -4.83 0.97

Results of the Mulliken charge analysis, in e, for atoms 1 through 4: 0.31, -1.03, 0.32, -0.08

no.,molar mass (g mol⁻¹),DFT total energy (eV)
1,787.71,-58077.456
2,793.77,-69951.840
3,429.48,-38959.077
4,884.88,-337405.924